The following is a DFT calculation (wB97M-V/def2-TZVPD) of a structure of composition C26H34N5O2S2Tc.

The strongest force on any atom is 0.0093 Eh/bohr. As for the orbital gap (alpha / beta): 5.689 / 6.275 eV. The net charge is +1. The calculation puts the electronic energy at -62921.452 eV. Its multiplicity is 2. For the LUMO energy (alpha / beta), the calculation gives -3.996 / -3.823 eV.

Structure (XYZ):
```
70
Properties=species:S:1:pos:R:3:forces:R:3
Tc -0.054 0.057 -0.482 -0.229 -0.379 -0.006
C 2.949 -1.344 -2.204 0.005 -0.109 0.079
C 2.306 -2.701 -1.931 -0.117 0.154 -0.028
C 1.247 -2.674 -0.832 -0.026 -0.047 0.076
N 0.068 -1.835 -1.082 0.165 0.354 0.028
C -1.031 -2.365 -1.661 -0.090 -0.083 0.047
C -0.977 -3.591 -2.325 0.018 0.036 -0.077
C -1.966 -4.347 -2.941 -0.019 -0.036 -0.014
C -3.324 -4.125 -3.026 0.021 -0.046 -0.025
C -4.020 -3.054 -2.484 0.007 0.096 0.030
C -3.549 -1.957 -1.791 -0.144 -0.120 0.002
C -2.248 -1.568 -1.442 0.200 0.104 -0.067
N -1.983 -0.425 -0.805 -0.047 -0.201 0.146
C -2.945 0.276 0.033 0.041 -0.003 -0.019
C -2.793 -0.112 1.527 0.101 0.041 -0.086
C -1.618 -1.023 1.875 0.081 -0.044 -0.088
N -0.314 -0.527 1.433 0.039 0.466 0.095
C 0.763 -0.580 2.231 -0.100 -0.078 -0.022
C 0.769 -1.309 3.430 0.036 -0.067 -0.072
C 1.643 -1.296 4.507 0.014 0.010 0.025
C 2.775 -0.533 4.700 -0.039 -0.062 0.067
C 3.396 0.244 3.732 0.050 -0.021 -0.138
C 3.088 0.410 2.397 0.041 0.065 0.146
C 1.962 0.029 1.635 -0.138 0.172 -0.180
N 1.849 0.260 0.324 0.297 -0.280 0.134
C 3.046 0.555 -0.471 -0.105 -0.050 -0.007
C 3.691 -0.728 -1.004 -0.076 0.043 -0.038
H 2.163 -0.667 -2.539 0.091 0.023 -0.049
H 3.644 -1.460 -3.037 -0.035 0.009 -0.030
H 3.071 -3.421 -1.627 -0.015 -0.030 -0.022
H 1.861 -3.066 -2.861 0.064 -0.064 0.007
H 1.696 -2.299 0.088 -0.005 -0.004 0.013
H 0.917 -3.694 -0.617 -0.025 0.010 0.035
H 0.012 -4.019 -2.400 -0.016 -0.020 -0.008
H -1.611 -5.255 -3.416 0.022 0.007 0.008
H -3.906 -4.866 -3.559 -0.010 0.008 0.014
H -5.093 -3.066 -2.634 0.004 0.000 -0.010
H -4.322 -1.262 -1.496 0.010 0.015 0.008
H -3.975 0.131 -0.286 -0.004 -0.017 -0.020
H -2.725 1.333 -0.058 -0.069 0.015 -0.103
H -3.692 -0.632 1.862 -0.002 0.025 0.029
H -2.707 0.802 2.117 -0.034 0.000 0.001
H -1.776 -2.014 1.434 0.011 -0.030 0.025
H -1.639 -1.138 2.956 -0.002 -0.026 0.011
H -0.056 -1.999 3.536 -0.027 0.046 0.073
H 1.373 -1.957 5.323 -0.048 0.028 0.002
H 3.241 -0.578 5.676 0.045 -0.023 -0.025
H 4.297 0.757 4.050 -0.002 -0.012 0.001
H 3.817 1.002 1.864 0.002 0.008 -0.007
H 3.786 1.116 0.093 -0.038 0.077 0.012
H 2.749 1.188 -1.307 0.002 0.023 0.027
H 3.752 -1.442 -0.176 0.103 -0.020 -0.031
H 4.718 -0.498 -1.291 -0.002 0.015 0.013
O -0.450 2.109 0.274 -0.178 -0.048 -0.095
S -0.537 3.365 -0.611 -0.006 -0.201 0.093
C -2.162 4.136 -0.308 0.014 0.069 0.095
C -1.972 5.216 0.752 0.037 -0.006 -0.005
C -0.601 5.822 0.470 -0.056 -0.089 0.031
C 0.343 4.633 0.340 0.138 0.136 -0.160
H -2.863 3.353 -0.030 0.027 -0.028 -0.047
H -2.462 4.552 -1.271 -0.008 0.023 0.016
H -1.979 4.761 1.745 -0.012 0.022 0.014
H -2.770 5.956 0.715 -0.024 -0.018 -0.013
H -0.274 6.496 1.261 0.033 -0.004 -0.007
H -0.622 6.387 -0.464 0.000 0.034 0.023
H 0.564 4.163 1.300 -0.038 -0.033 -0.012
H 1.270 4.858 -0.184 0.023 -0.024 0.040
O 1.099 2.984 -3.413 0.171 0.176 0.115
S 0.739 1.576 -3.439 -0.218 -0.043 -0.321
N 0.356 0.900 -2.175 0.090 0.060 0.250
```
Forces are in eV/Å.